(1)
{
  "formula": "C45H44Br2N17NaO2S",
  "method": "the ωB97M-V functional and the def2-TZVPD basis",
  "species": ["Na", "Br", "C", "C", "C", "C", "C", "C", "N", "C", "C", "C", "C", "C", "C", "N", "H", "H", "H", "H", "H", "H", "H", "H", "H", "C", "O", "C", "C", "C", "Br", "C", "C", "C", "O", "C", "N", "C", "C", "C", "C", "C", "C", "N", "H", "H", "H", "H", "H", "H", "H", "H", "H", "H", "H", "C", "N", "C", "C", "C", "C", "C", "N", "C", "C", "C", "C", "C", "C", "H", "H", "H", "H", "H", "H", "H", "H", "H", "H", "H", "N", "C", "N", "N", "N", "N", "C", "N", "N", "N", "N", "H", "C", "C", "N", "C", "S", "N", "C", "C", "H", "H", "H", "H", "H", "H", "H", "H", "H", "H", "H", "H"],
  "coordinates": [[0.6383, -0.8995, 0.2699], [-0.4828, 7.0131, 2.7517], [-0.7228, 5.1536, 2.4200], [0.3403, 4.3986, 1.9515], [0.1534, 3.0527, 1.6913], [-1.0810, 2.4449, 1.9363], [-2.1355, 3.2275, 2.4158], [-1.9636, 4.5845, 2.6455], [-1.2434, 1.0958, 1.6288], [-1.8204, 0.3188, 2.4358], [-2.0498, -1.1168, 2.1826], [-2.8579, -1.8235, 3.0643], [-3.0533, -3.1765, 2.8590], [-2.4030, -3.7878, 1.8036], [-1.6041, -3.0064, 0.9768], [-1.4547, -1.6958, 1.1359], [1.3089, 4.8524, 1.7899], [0.9675, 2.4478, 1.3081], [-3.1013, 2.7653, 2.5857], [-2.7840, 5.1939, 3.0006], [-2.1299, 0.6606, 3.4327], [-3.3062, -1.3226, 3.9128], [-3.6827, -3.7504, 3.5281], [-2.5159, -4.8466, 1.6101], [-1.0881, -3.4358, 0.1208], [3.7633, -1.1018, -2.2682], [2.5878, -0.3462, -2.4778], [2.7016, 0.8094, -3.1481], [3.8290, 1.2266, -3.8245], [3.7757, 2.4212, -4.5403], [5.3233, 2.9500, -5.5207], [2.6506, 3.1938, -4.5979], [1.5063, 2.7762, -3.8983], [1.5309, 1.5932, -3.1679], [0.4184, 1.2038, -2.5103], [0.2969, 3.5989, -3.9915], [0.1732, 4.6546, -4.7664], [-1.1083, 5.1142, -4.5532], [-1.7749, 6.2085, -5.1025], [-3.0717, 6.4563, -4.6876], [-3.7097, 5.6343, -3.7486], [-3.0696, 4.5360, -3.2028], [-1.7655, 4.2904, -3.6160], [-0.8419, 3.3366, -3.2810], [4.5201, -0.5037, -1.7540], [4.1612, -1.4786, -3.2166], [3.4752, -1.9356, -1.6386], [4.7384, 0.6468, -3.8042], [2.5998, 4.1064, -5.1720], [0.4710, 0.3032, -2.1371], [-1.2815, 6.8435, -5.8277], [-3.6077, 7.3095, -5.0874], [-4.7171, 5.8755, -3.4322], [-3.5584, 3.9077, -2.4682], [-0.9344, 2.5448, -2.6606], [-2.9801, 0.8912, -2.0344], [-1.8988, -0.0721, -1.9102], [-1.9936, -1.1436, -2.5994], [-1.0588, -2.2264, -2.5878], [-1.2263, -3.4243, -3.3080], [-0.1556, -4.2443, -2.9561], [0.6077, -3.4915, -2.0463], [0.0812, -2.2791, -1.8205], [-4.3107, 0.4301, -1.4676], [-5.5148, 0.8829, -1.9972], [-6.7272, 0.4551, -1.4691], [-6.7465, -0.4314, -0.4019], [-5.5481, -0.8843, 0.1368], [-4.3409, -0.4576, -0.3957], [-3.1311, 1.1895, -3.0821], [-2.6814, 1.7905, -1.4813], [-2.8620, -1.3056, -3.2605], [-2.0347, -3.6403, -3.9947], [0.0506, -5.2506, -3.2927], [1.5235, -3.7996, -1.5586], [-5.5046, 1.5748, -2.8336], [-7.6577, 0.8136, -1.8943], [-7.6934, -0.7742, -0.0005], [-5.5520, -1.5754, 0.9718], [-3.3970, -0.8107, -0.0062], [2.7255, 0.3760, 3.3422], [2.8822, 0.8857, 2.0633], [3.7764, 1.8435, 1.8303], [3.6673, 2.0819, 0.5166], [2.7655, 1.3108, 0.0021], [2.2282, 0.5150, 0.9630], [1.6530, -0.3720, 3.7808], [1.3180, -0.3930, 5.0753], [0.3281, -1.2900, 5.1455], [0.0861, -1.7675, 3.9628], [0.9116, -1.2000, 3.0533], [3.1256, 0.9616, 4.0558], [5.9978, -2.8610, 2.4519], [5.4486, -4.2466, 2.1252], [4.1795, -4.5251, 2.7872], [3.0044, -3.9645, 2.3452], [2.8574, -3.2553, 0.8412], [1.9423, -4.1274, 3.1504], [1.9380, -4.8814, 4.3897], [2.4605, -4.1243, 5.6120], [6.8980, -2.6616, 1.8665], [6.2458, -2.7788, 3.5133], [5.2551, -2.1026, 2.2040], [6.1544, -5.0253, 2.4250], [5.2681, -4.3235, 1.0561], [4.2532, -4.5966, 3.7901], [1.1957, -3.4523, 3.0236], [2.5160, -5.7956, 4.2281], [0.9015, -5.1687, 4.5686], [3.5141, -3.8540, 5.5040], [2.3552, -4.7401, 6.5090], [1.8893, -3.2072, 5.7521]],
  "forces_ev_per_a": [[-0.26, -0.35, 0.04], [0.00, 0.02, 0.00], [-0.06, -0.10, 0.00], [0.02, 0.07, 0.05], [0.03, -0.20, -0.04], [-0.02, 0.63, 0.16], [0.04, -0.16, -0.05], [0.04, 0.05, 0.06], [0.08, -0.52, -0.51], [0.12, 0.13, 0.44], [-0.10, -0.29, -0.15], [-0.13, 0.08, -0.01], [0.00, -0.02, 0.01], [-0.03, 0.01, 0.00], [-0.11, 0.05, -0.32], [-0.02, -0.04, 0.36], [-0.01, -0.04, -0.04], [-0.07, 0.07, -0.03], [-0.01, 0.04, -0.05], [-0.01, -0.02, -0.01], [-0.09, 0.01, -0.03], [0.04, 0.05, -0.01], [0.00, 0.01, 0.02], [0.06, 0.01, -0.01], [0.00, 0.01, 0.07], [0.02, -0.01, 0.06], [-0.08, -0.07, 0.01], [-0.03, -0.03, -0.02], [-0.01, 0.08, 0.00], [0.02, -0.01, -0.08], [0.04, 0.03, 0.01], [-0.12, 0.00, 0.04], [0.02, -0.11, 0.06], [-0.09, 0.04, 0.01], [0.37, -0.07, -0.06], [-0.18, 0.14, -0.08], [0.11, 0.03, -0.05], [-0.01, -0.14, 0.11], [-0.06, 0.01, 0.02], [0.03, 0.06, -0.06], [0.03, 0.00, 0.02], [-0.05, -0.07, 0.13], [0.06, 0.21, -0.16], [-0.02, -0.04, 0.04], [-0.04, 0.03, 0.03], [-0.02, 0.01, 0.00], [-0.01, -0.07, 0.03], [-0.01, -0.01, 0.01], [0.03, 0.01, 0.01], [0.07, 0.12, -0.24], [0.01, -0.01, 0.02], [0.01, -0.02, -0.01], [-0.01, -0.04, -0.02], [0.00, 0.01, -0.02], [0.03, -0.02, 0.01], [0.02, -0.06, -0.04], [0.01, -0.07, 0.28], [-0.17, 0.16, -0.02], [0.20, -0.36, -0.01], [-0.13, 0.14, 0.03], [0.09, 0.00, 0.08], [0.08, -0.04, -0.16], [-0.21, 0.31, 0.12], [0.05, -0.06, -0.04], [-0.01, 0.03, 0.03], [0.03, 0.04, 0.01], [-0.05, 0.00, -0.01], [-0.01, 0.03, -0.01], [-0.01, 0.04, -0.03], [-0.02, 0.03, 0.01], [-0.02, 0.01, -0.03], [0.02, -0.01, -0.03], [0.00, -0.01, 0.04], [0.01, 0.03, -0.02], [-0.04, 0.01, 0.04], [0.01, -0.03, -0.01], [0.01, -0.01, -0.01], [0.02, 0.01, 0.02], [0.02, 0.00, -0.01], [-0.02, -0.06, 0.02], [0.03, 0.04, -0.05], [0.07, -0.01, -0.21], [-0.06, -0.04, 0.23], [-0.09, -0.02, -0.14], [-0.02, 0.04, -0.22], [0.62, 0.45, 0.26], [-0.16, -0.26, 0.27], [0.13, 0.10, -0.02], [0.01, -0.08, -0.04], [-0.05, -0.10, -0.02], [0.05, 0.06, 0.02], [0.00, 0.02, 0.00], [-0.05, -0.09, -0.01], [-0.11, 0.14, 0.01], [0.01, 0.17, 0.04], [0.14, -0.38, -0.17], [0.07, 0.16, -0.07], [0.03, 0.13, 0.28], [0.09, 0.11, 0.06], [-0.06, 0.03, -0.10], [0.01, 0.00, 0.05], [0.01, 0.03, -0.02], [0.01, 0.02, 0.01], [-0.02, -0.03, -0.03], [0.04, -0.07, -0.04], [-0.02, -0.05, -0.01], [-0.10, 0.00, -0.14], [-0.10, -0.06, 0.01], [0.01, -0.04, 0.01], [-0.02, 0.04, 0.06], [0.03, -0.01, -0.02], [0.01, 0.06, 0.01]],
  "e_homo_ev": -2.580,
  "gap_ev": 6.1,
  "e_tot_ha": -8531.23333,
  "de_lowest_ev": 0.586,
  "charge": -2
}

***

(2)
{
  "formula": "C45H44CeNO6P2",
  "method": "the ωB97M-V functional and the def2-TZVPD basis",
  "species": ["Ce", "C", "C", "C", "O", "C", "O", "O", "H", "H", "H", "H", "H", "H", "H", "C", "C", "C", "C", "C", "C", "P", "C", "C", "C", "C", "C", "C", "C", "C", "C", "C", "C", "C", "H", "H", "H", "H", "H", "H", "H", "H", "H", "H", "H", "H", "H", "H", "O", "C", "O", "C", "C", "C", "C", "C", "C", "P", "C", "C", "C", "C", "C", "C", "C", "C", "C", "C", "C", "C", "H", "H", "H", "H", "H", "H", "H", "H", "H", "H", "H", "H", "H", "H", "C", "N", "C", "C", "C", "O", "H", "H", "H", "H", "H", "H", "H", "H", "H"],
  "coordinates": [[-0.2773, 0.4153, 1.4110], [1.3974, 4.7159, 3.2384], [0.6422, 4.0630, 2.0724], [-0.7965, 4.5660, 1.9855], [1.3022, 4.3189, 0.8467], [0.6313, 2.5395, 2.2860], [1.4993, 1.8794, 1.6603], [-0.2441, 2.0101, 3.0004], [1.4266, 5.7964, 3.1052], [2.4185, 4.3422, 3.2770], [0.9009, 4.4807, 4.1761], [-0.7997, 5.6376, 1.8004], [-1.3144, 4.3524, 2.9169], [-1.3080, 4.0533, 1.1703], [1.8948, 3.5612, 0.7025], [-4.1673, -5.8347, -1.0148], [-4.2167, -5.5841, 0.3466], [-3.5939, -4.4689, 0.8776], [-2.9084, -3.5874, 0.0489], [-2.8627, -3.8488, -1.3176], [-3.4901, -4.9609, -1.8475], [-2.0463, -2.0648, 0.6124], [-1.5463, -2.5791, 2.3136], [-1.7789, -1.7994, 3.4497], [-1.2184, -2.1555, 4.6660], [-0.4236, -3.2843, 4.7725], [-0.1991, -4.0680, 3.6529], [-0.7519, -3.7191, 2.4331], [-3.3787, -0.8710, 1.0243], [-4.7393, -1.1070, 0.9049], [-5.6253, -0.0976, 1.2430], [-5.1329, 1.1209, 1.6778], [-3.7644, 1.3445, 1.7733], [-2.8050, 0.3697, 1.4344], [-4.6557, -6.7073, -1.4237], [-4.7471, -6.2669, 0.9938], [-3.6393, -4.2773, 1.9393], [-2.3227, -3.1679, -1.9628], [-3.4498, -5.1534, -2.9100], [-2.4237, -0.9221, 3.3996], [-1.3990, -1.5341, 5.5307], [0.0293, -3.5380, 5.7206], [0.4269, -4.9449, 3.7314], [-0.5556, -4.3223, 1.5558], [-5.0983, -2.0661, 0.5553], [-6.6916, -0.2613, 1.1717], [-5.8268, 1.9142, 1.9236], [-3.4346, 2.3231, 2.1184], [1.0886, -0.9346, 2.7606], [1.5622, -1.1601, 1.6357], [0.8277, -1.2751, 0.6018], [3.0261, -1.1616, 1.3541], [3.9706, -1.8054, 2.1373], [5.2986, -1.7855, 1.7483], [5.6780, -1.0866, 0.6118], [4.7382, -0.4058, -0.1446], [3.3938, -0.4447, 0.2098], [2.0469, 0.3938, -0.7290], [1.7369, -0.8503, -2.0390], [2.1972, -2.1600, -1.9745], [1.7377, -3.1046, -2.8740], [0.8280, -2.7538, -3.8564], [0.3810, -1.4458, -3.9437], [0.8271, -0.5055, -3.0340], [3.0874, 1.6487, -1.5919], [3.7643, 2.5260, -0.7444], [4.5238, 3.5619, -1.2485], [4.6028, 3.7564, -2.6186], [3.9147, 2.9094, -3.4702], [3.1587, 1.8641, -2.9627], [3.6520, -2.3313, 3.0255], [6.0386, -2.3131, 2.3314], [6.7137, -1.0784, 0.3041], [5.0541, 0.1451, -1.0186], [2.8979, -2.4491, -1.2054], [2.0781, -4.1273, -2.7976], [0.4640, -3.4996, -4.5478], [-0.3294, -1.1678, -4.7114], [0.4614, 0.5107, -3.0744], [3.6963, 2.3620, 0.3234], [5.0585, 4.2176, -0.5780], [5.1981, 4.5628, -3.0195], [3.9745, 3.0619, -4.5389], [2.6401, 1.2066, -3.6457], [0.0897, 3.6103, -2.3840], [-0.9268, 2.6180, -2.6691], [-1.4573, 2.6172, -4.0132], [-1.3450, 1.7783, -1.7155], [-2.4857, 0.8480, -2.0353], [-0.8018, 1.7604, -0.5982], [-0.2829, 4.5998, -2.6509], [0.9974, 3.3977, -2.9535], [0.3286, 3.5903, -1.3205], [-0.7075, 3.0264, -4.6870], [-2.3549, 3.2373, -4.0820], [-1.6913, 1.6050, -4.3377], [-3.2246, 1.3111, -2.6810], [-2.9494, 0.5713, -1.0886], [-2.1128, -0.0642, -2.5020]],
  "forces_ev_per_a": [[-4.16, 0.08, -1.71], [-0.14, -0.21, -0.19], [-0.19, -0.01, 0.21], [0.31, -0.14, -0.05], [0.11, 0.08, -0.08], [1.12, 2.82, 0.79], [0.81, 0.49, 0.29], [-0.27, 0.69, 1.23], [-0.04, 0.01, -0.05], [0.10, -0.02, 0.01], [-0.03, 0.02, 0.16], [0.00, 0.08, -0.04], [-0.07, 0.03, 0.02], [-0.08, 0.05, -0.04], [-0.10, 0.19, -0.05], [0.00, 0.01, -0.05], [-0.09, -0.11, 0.07], [0.01, 0.11, 0.07], [0.23, 0.26, -0.23], [0.06, 0.13, 0.06], [-0.09, -0.13, -0.17], [-1.21, -0.38, 0.35], [0.02, 0.23, -0.06], [-0.29, -0.09, -0.13], [0.07, -0.07, 0.11], [-0.06, 0.22, 0.10], [0.05, -0.10, -0.11], [0.10, 0.11, 0.04], [0.67, 0.29, -0.15], [0.10, -0.10, 0.06], [-0.12, -0.02, -0.04], [-0.07, 0.17, -0.02], [0.38, -0.13, -0.04], [-1.39, -0.27, 0.03], [-0.03, -0.07, -0.03], [-0.04, -0.04, 0.10], [0.01, 0.00, 0.13], [0.07, 0.02, -0.08], [0.02, 0.00, -0.09], [0.16, -0.19, -0.05], [-0.02, 0.03, 0.10], [0.01, -0.06, 0.04], [0.03, -0.11, -0.03], [0.04, -0.07, -0.03], [-0.08, -0.07, 0.00], [-0.08, 0.00, -0.04], [-0.05, 0.06, 0.08], [0.00, -0.01, -0.01], [0.49, -0.32, 0.64], [2.18, -1.86, 0.30], [1.07, -2.18, -0.16], [0.01, 0.25, -0.17], [-0.17, 0.01, 0.00], [0.02, 0.00, 0.06], [0.03, -0.05, -0.02], [-0.08, -0.04, 0.01], [-0.07, -0.12, 0.15], [1.03, 0.00, -1.18], [-0.09, 0.19, 0.10], [0.01, 0.10, 0.00], [0.03, -0.12, -0.03], [-0.06, -0.04, -0.09], [-0.12, -0.05, -0.16], [0.07, -0.01, 0.10], [-0.26, 0.03, 0.10], [-0.08, -0.04, 0.01], [0.07, 0.10, 0.02], [0.00, 0.02, -0.07], [0.08, 0.10, -0.09], [0.04, -0.19, 0.04], [-0.01, -0.04, 0.08], [0.07, -0.03, 0.05], [0.08, 0.02, 0.01], [0.02, 0.02, -0.05], [0.03, -0.04, 0.07], [0.05, -0.07, -0.01], [-0.03, -0.05, -0.07], [-0.03, 0.03, -0.04], [-0.09, 0.11, -0.08], [0.10, 0.06, 0.12], [0.03, 0.08, 0.09], [0.05, 0.08, -0.04], [-0.01, -0.02, -0.08], [0.00, -0.08, -0.04], [0.26, 0.12, 0.30], [0.13, 0.01, 0.15], [-0.25, -0.05, -0.14], [-0.17, -0.14, -0.04], [0.01, 0.07, 0.33], [-0.20, 0.16, -0.16], [0.01, 0.03, -0.02], [-0.04, 0.07, 0.00], [-0.01, 0.08, -0.14], [0.04, -0.01, 0.02], [-0.01, -0.03, -0.09], [-0.02, 0.04, -0.05], [-0.06, 0.00, -0.08], [0.00, 0.00, -0.06], [0.08, -0.03, -0.08]],
  "e_homo_ev": [-7.099, -7.595],
  "gap_ev": [7.6, 8.1],
  "e_tot_ha": -3405.32717,
  "de_lowest_ev": 0.760,
  "spin_multiplicity": 2
}